Entry 1:
# C36H30N6O12

A 6-piece molecular cluster, C36H30N6O12 overall at a distorted geometry (ωB97M-V with the def2-TZVPD basis set, the Open Molecules 2025 dataset).

The geometry in XYZ format:
```
84
C36H30N6O12 | the Open Molecules 2025 dataset | ωB97M-V with the def2-TZVPD basis set
O 2.76 4.72 3.41
O 1.91 -2.79 0.34
O -2.44 3.04 -2.36
O -2.28 3.57 -4.43
O -5.98 -0.80 1.69
O 6.71 0.13 -0.20
O 8.01 1.74 -0.54
O 1.92 6.64 3.91
O 2.44 -1.02 -0.86
O -6.23 -2.56 0.50
O 9.14 -6.36 0.55
O 7.46 -7.69 0.58
N -2.75 2.85 -3.53
N 6.94 1.18 -0.74
N 7.91 -6.53 0.55
N -6.39 -1.95 1.55
N 1.83 5.61 3.25
N 1.62 -1.67 -0.19
C -7.20 -4.20 5.12
C -4.60 1.25 -2.95
C -0.14 0.12 -0.47
C 5.69 -5.44 0.35
C 4.87 3.65 -2.70
C -0.56 3.81 1.04
C -5.60 0.32 -3.29
C -0.33 6.31 2.08
C 4.95 0.96 -2.30
C 3.96 1.47 -3.14
C 6.82 -2.99 1.07
C 0.28 -1.12 0.09
C -1.89 -1.39 1.08
C -7.03 -4.06 2.70
C -5.09 0.66 -5.61
C -6.75 -2.05 4.05
C -0.58 -1.87 0.86
C -7.10 -4.81 3.88
C 0.65 5.35 2.35
C 7.03 -5.34 0.61
C 5.89 1.78 -1.59
C -1.31 6.15 1.12
C -6.76 -2.69 2.79
C -6.90 -2.82 5.20
C 7.60 -4.11 0.96
C 3.89 2.86 -3.31
C -2.34 -0.18 0.56
C 4.88 -4.31 0.48
C -3.82 1.94 -3.88
C -5.85 0.06 -4.65
C 5.93 3.15 -1.91
C -1.48 0.53 -0.25
C 5.46 -3.08 0.83
C 0.45 4.05 1.90
C -1.40 4.87 0.61
C -4.16 1.61 -5.23
H 1.07 3.24 2.22
H -0.62 2.85 0.55
H -3.55 1.99 -6.03
H -4.48 1.54 -1.91
H -1.91 7.04 0.97
H -0.34 -2.83 1.30
H -7.35 -4.77 6.03
H -2.20 4.74 -0.10
H 6.66 3.80 -1.44
H -0.24 7.28 2.53
H -1.84 1.45 -0.67
H 3.10 3.41 -3.81
H -7.07 -4.46 1.70
H -5.10 0.39 -6.66
H -6.85 -2.30 6.14
H 3.25 0.78 -3.56
H -7.34 -5.85 3.68
H 4.83 -2.22 1.00
H -3.31 0.22 0.78
H 4.99 -0.11 -2.13
H 7.16 -2.03 1.45
H -6.52 -0.71 -5.03
H -2.50 -1.95 1.76
H 0.46 0.73 -1.13
H -6.50 -1.00 4.03
H 8.63 -3.82 1.12
H -6.26 -0.04 -2.52
H 5.16 -6.36 0.20
H 3.81 -4.29 0.35
H 4.88 4.73 -2.76
```

Calculated values
energy above the lowest of the compared OMol25 structures with the same formula, charge and spin: 268.2 kJ/mol
gap between HOMO and LUMO: 8.2 eV
net charge: 0
max |F|: 4.053 eV Å⁻¹
SMILES: O=[N+]([O-])c1ccccc1.O=[N+]([O-])c1ccccc1.O=[N+]([O-])c1ccccc1.O=[N+]([O-])c1ccccc1.O=[N+]([O-])c1ccccc1.O=[N+]([O-])c1ccccc1
energy: -71310.0091 eV

---

Entry 2:
# C3H4N2OS

The molecule C3H4N2OS at a distorted geometry (ωB97M-V with the def2-TZVPD basis set, the Open Molecules 2025 dataset).

The geometry in XYZ format:
```
11
C3H4N2OS | the Open Molecules 2025 dataset | ωB97M-V with the def2-TZVPD basis set
S 1.86 -1.26 0.86
O -1.52 0.97 -2.09
N 0.28 0.25 -0.84
N -0.63 0.15 1.13
C 0.49 -0.18 0.42
C -1.56 0.76 0.45
C -0.95 0.81 -0.80
H -2.54 0.98 0.69
H -0.77 0.18 2.10
H 2.44 -1.58 -0.37
H -2.18 1.69 -1.93
```

Calculated values
energy above the lowest of the compared OMol25 structures with the same formula, charge and spin: 161.8 kJ/mol
gap between HOMO and LUMO: 8.7 eV
net charge: 0
max |F|: 5.363 eV Å⁻¹
SMILES: Oc1c[nH]c(S)n1
energy: -19037.3718 eV

---

- Which of these has the highest energy?
  C3H4N2OS